Molecular formula: C2H6N2S3
Method: DFT, the ωB97M-V functional and the def2-TZVPD basis

Positions of all 13 atoms, in Å:
C1 1.162 0.142 -0.856
C2 -0.849 0.328 0.633
H1 1.681 -0.204 0.078
H2 1.141 -0.718 -1.572
H3 1.766 0.951 -1.268
H4 -1.022 2.661 -0.746
H5 -0.834 -0.920 2.254
H6 0.931 -2.556 0.667
N1 -0.191 0.565 -0.548
N2 -0.476 -0.853 1.292
S1 -0.845 1.695 -1.671
S2 -2.073 1.281 1.251
S3 -0.392 -2.372 0.487

Values from the calculation:
Spin multiplicity   1
ΔE to the lowest compared entry with this formula, charge and spin   0.471 eV

Let us look at the natural (NBO) charges, expressed in e, one per atom: number 1, C, carries -0.423; number 2, C, carries 0.264; number 3, H, carries 0.215; number 4, H, carries 0.209; number 5, H, carries 0.223; number 6, H, carries 0.139; number 7, H, carries 0.421; number 8, H, carries 0.103; number 9, N, carries -0.573; number 10, N, carries -0.785; number 11, S, carries 0.194; number 12, S, carries -0.186; number 13, S, carries 0.199

Molecular formula: C4H8O
Method: DFT, the ωB97M-V functional and the def2-TZVPD basis

Positions of all 13 atoms, in Å:
C1 -1.748 -0.038 0.193
C2 -0.408 0.210 -0.489
C3 0.822 0.217 0.426
C4 2.023 -0.312 -0.336
O1 1.943 -1.199 -1.155
H1 -2.024 0.751 0.902
H2 -1.733 -0.991 0.734
H3 -2.539 -0.102 -0.562
H4 -0.235 -0.591 -1.214
H5 -0.437 1.154 -1.048
H6 1.051 1.202 0.852
H7 0.670 -0.459 1.282
H8 3.008 0.149 -0.122

Values from the calculation:
Spin multiplicity   1
ΔE to the lowest compared entry with this formula, charge and spin   0.398 eV

Let us look at the natural (NBO) charges, expressed in e, one per atom: number 1, C, carries -0.601; number 2, C, carries -0.403; number 3, C, carries -0.516; number 4, C, carries 0.447; number 5, O, carries -0.525; number 6, H, carries 0.200; number 7, H, carries 0.202; number 8, H, carries 0.213; number 9, H, carries 0.228; number 10, H, carries 0.200; number 11, H, carries 0.213; number 12, H, carries 0.233; number 13, H, carries 0.109

Molecular formula: C8H10
Method: DFT, the ωB97M-V functional and the def2-TZVPD basis

Positions of all 18 atoms, in Å:
C1 -2.564 0.475 0.052
C2 -1.573 -0.694 -0.182
C3 -0.122 -0.288 -0.093
C4 0.888 -1.292 -0.056
C5 2.147 -0.995 0.040
C6 2.534 0.376 0.020
C7 1.746 1.377 -0.099
C8 0.305 1.091 -0.110
H1 -2.488 1.194 -0.555
H2 -2.522 0.852 1.226
H3 -3.548 -0.009 0.066
H4 -1.558 -1.453 0.701
H5 -1.753 -1.199 -1.083
H6 0.467 -2.270 0.050
H7 3.024 -2.034 0.107
H8 3.655 0.635 -0.035
H9 1.928 2.481 0.004
H10 -0.564 1.752 -0.054

Values from the calculation:
Spin multiplicity   1
ΔE to the lowest compared entry with this formula, charge and spin   2.963 eV

Let us look at the natural (NBO) charges, expressed in e, one per atom: number 1, C, carries -0.575; number 2, C, carries -0.424; number 3, C, carries 0.007; number 4, C, carries -0.251; number 5, C, carries -0.158; number 6, C, carries -0.253; number 7, C, carries -0.204; number 8, C, carries -0.231; number 9, H, carries 0.184; number 10, H, carries 0.198; number 11, H, carries 0.216; number 12, H, carries 0.209; number 13, H, carries 0.216; number 14, H, carries 0.206; number 15, H, carries 0.210; number 16, H, carries 0.214; number 17, H, carries 0.224; number 18, H, carries 0.213

Molecular formula: C31H71BClN6O8S
Method: DFT, the ωB97M-V functional and the def2-TZVPD basis

Positions of all 119 atoms, in Å:
C1 6.124 2.573 -1.218
N1 4.884 3.102 -0.690
C2 3.725 2.224 -0.903
B1 2.283 3.062 -0.852
C3 2.329 4.242 0.277
C4 2.677 3.664 1.676
C5 1.486 3.107 2.469
C6 0.814 4.083 3.443
C7 0.348 3.401 4.714
O1 -0.678 2.442 4.354
C8 -0.674 1.275 5.051
C9 -0.280 0.086 4.222
O2 -0.991 1.234 6.193
O3 1.964 3.543 -2.246
C10 0.781 2.982 -2.733
C11 -0.226 4.113 -2.941
C12 -1.570 3.766 -3.581
C13 -1.983 4.789 -4.637
S1 -3.752 4.745 -5.081
C14 0.489 1.812 -1.739
C15 1.209 0.575 -2.363
C16 1.364 -0.770 -1.611
C17 0.524 -1.924 -2.164
Cl1 1.095 -0.697 0.181
C18 -0.996 1.419 -1.522
C19 -1.894 2.161 -0.491
N2 -1.716 1.508 0.800
N3 -3.312 2.105 -0.925
N4 -1.575 3.575 -0.349
O4 1.099 2.184 -0.539
H1 6.015 2.162 -2.239
H2 6.498 1.761 -0.582
H3 6.894 3.353 -1.238
H4 4.682 3.988 -1.142
H5 3.773 1.413 -0.158
H6 3.812 1.741 -1.897
H7 3.040 5.045 0.044
H8 1.337 4.723 0.302
H9 3.395 2.849 1.548
H10 3.199 4.416 2.289
H11 0.764 2.717 1.755
H12 1.812 2.226 3.041
H13 1.514 4.882 3.722
H14 -0.060 4.569 2.993
H15 1.185 2.869 5.182
H16 -0.076 4.088 5.453
H17 0.236 0.374 3.308
H18 -1.197 -0.441 3.938
H19 0.324 -0.592 4.830
H20 0.970 2.542 -3.733
H21 0.302 4.823 -3.592
H22 -0.364 4.606 -1.978
H23 -2.353 3.714 -2.817
H24 -1.517 2.783 -4.067
H25 -1.734 5.802 -4.313
H26 -1.452 4.594 -5.573
H27 -4.155 4.149 -3.954
H28 2.210 0.932 -2.604
H29 0.717 0.348 -3.319
H30 2.416 -1.048 -1.669
H31 1.101 -2.852 -2.180
H32 0.200 -1.704 -3.185
H33 -0.367 -2.106 -1.558
H34 -1.499 1.424 -2.495
H35 -0.994 0.368 -1.206
H36 -1.866 0.506 0.724
H37 -2.393 1.883 1.464
H38 -3.759 1.324 -0.456
H39 -3.383 1.909 -1.918
H40 -2.453 4.076 -0.271
H41 -0.995 3.753 0.459
C20 -8.283 -3.171 -3.315
O5 -7.574 -3.076 -2.101
C21 -6.715 -4.177 -1.829
C22 -5.268 -3.739 -1.818
N5 -4.837 -3.348 -3.149
C23 -3.495 -2.781 -3.216
C24 -3.250 -1.463 -2.496
O6 -3.956 -0.372 -3.052
C25 -5.251 -0.136 -2.545
H42 -8.943 -2.306 -3.367
H43 -7.621 -3.167 -4.188
H44 -8.892 -4.082 -3.354
H45 -6.863 -4.960 -2.580
H46 -6.980 -4.583 -0.849
H47 -4.651 -4.578 -1.481
H48 -5.167 -2.939 -1.070
H49 -5.498 -2.676 -3.522
H50 -3.243 -2.636 -4.270
H51 -2.791 -3.521 -2.819
H52 -2.192 -1.217 -2.589
H53 -3.471 -1.538 -1.422
H54 -5.344 -0.459 -1.503
H55 -6.036 -0.625 -3.132
H56 -5.419 0.941 -2.593
C26 2.035 -4.730 1.132
O7 3.345 -4.234 1.305
C27 3.387 -2.912 1.843
C28 4.057 -2.910 3.197
N6 3.244 -3.615 4.178
C29 3.868 -3.796 5.479
C30 5.124 -4.657 5.550
O8 4.900 -6.022 5.244
C31 5.013 -6.369 3.878
H57 2.121 -5.702 0.648
H58 1.506 -4.852 2.085
H59 1.437 -4.065 0.499
H60 2.376 -2.507 1.914
H61 3.950 -2.276 1.156
H62 4.183 -1.873 3.523
H63 5.061 -3.342 3.076
H64 2.987 -4.518 3.799
H65 3.127 -4.233 6.153
H66 4.117 -2.806 5.878
H67 5.492 -4.631 6.578
H68 5.920 -4.263 4.906
H69 5.756 -5.746 3.370
H70 4.068 -6.273 3.336
H71 5.334 -7.410 3.831

Values from the calculation:
Spin multiplicity   1
Charge   -1
ΔE to the lowest compared entry with this formula, charge and spin   0.000 eV

These are the Mulliken partial charges, in e, on atoms 1 to 99: number 1, C, carries -0.975; number 2, N, carries -0.131; number 3, C, carries -1.172; number 4, B, carries 0.956; number 5, C, carries -1.096; number 6, C, carries -1.112; number 7, C, carries 1.061; number 8, C, carries -0.784; number 9, C, carries -0.684; number 10, O, carries -0.236; number 11, C, carries 0.498; number 12, C, carries -0.323; number 13, O, carries -0.589; number 14, O, carries -0.412; number 15, C, carries 0.607; number 16, C, carries -1.645; number 17, C, carries 0.107; number 18, C, carries -0.825; number 19, S, carries -0.283; number 20, C, carries 0.258; number 21, C, carries -1.908; number 22, C, carries -0.154; number 23, C, carries -1.529; number 24, Cl, carries -0.140; number 25, C, carries -0.851; number 26, C, carries -0.213; number 27, N, carries -0.304; number 28, N, carries -0.490; number 29, N, carries -0.251; number 30, O, carries 0.397; number 31, H, carries 0.285; number 32, H, carries 0.277; number 33, H, carries 0.353; number 34, H, carries 0.226; number 35, H, carries 0.214; number 36, H, carries 0.289; number 37, H, carries 0.318; number 38, H, carries 0.295; number 39, H, carries 0.247; number 40, H, carries 0.418; number 41, H, carries -0.673; number 42, H, carries 0.230; number 43, H, carries 0.424; number 44, H, carries 0.228; number 45, H, carries 0.456; number 46, H, carries 0.323; number 47, H, carries -0.119; number 48, H, carries 0.291; number 49, H, carries 0.278; number 50, H, carries 0.224; number 51, H, carries 0.637; number 52, H, carries 0.144; number 53, H, carries -0.034; number 54, H, carries 0.266; number 55, H, carries 0.426; number 56, H, carries 0.430; number 57, H, carries 0.094; number 58, H, carries 0.482; number 59, H, carries 0.430; number 60, H, carries 0.745; number 61, H, carries 0.326; number 62, H, carries 0.428; number 63, H, carries 0.322; number 64, H, carries 0.238; number 65, H, carries 0.147; number 66, H, carries 0.308; number 67, H, carries 0.304; number 68, H, carries 0.361; number 69, H, carries 0.204; number 70, H, carries 0.374; number 71, H, carries 0.008; number 72, C, carries -0.750; number 73, O, carries -0.353; number 74, C, carries -0.819; number 75, C, carries -0.185; number 76, N, carries -0.290; number 77, C, carries -1.218; number 78, C, carries 0.653; number 79, O, carries -0.405; number 80, C, carries -0.706; number 81, H, carries 0.252; number 82, H, carries 0.311; number 83, H, carries 0.353; number 84, H, carries 0.421; number 85, H, carries 0.396; number 86, H, carries 0.357; number 87, H, carries 0.169; number 88, H, carries 0.194; number 89, H, carries 0.418; number 90, H, carries 0.396; number 91, H, carries -0.389; number 92, H, carries 0.297; number 93, H, carries 0.283; number 94, H, carries 0.274; number 95, H, carries 0.304; number 96, C, carries -0.473; number 97, O, carries -0.404; number 98, C, carries -0.577; number 99, C, carries -0.317

Molecular formula: C12H19AsCaN4O6S
Method: DFT, the ωB97M-V functional and the def2-TZVPD basis

Positions of all 44 atoms, in Å:
Ca1 -0.276 0.006 -0.750
O1 0.645 -2.616 1.407
As1 -0.578 -1.586 2.209
O2 -1.383 -2.513 3.279
O3 -1.403 -0.925 0.928
C1 0.411 -0.232 3.217
C2 0.230 -0.410 4.588
C3 0.822 0.438 5.510
C4 1.612 1.487 5.073
C5 1.806 1.679 3.715
C6 1.210 0.832 2.787
S1 1.548 1.243 1.082
O4 0.317 1.859 0.531
O5 2.687 2.115 1.088
O6 1.749 -0.036 0.366
H1 0.709 -3.415 1.945
H2 -0.394 -1.235 4.910
H3 0.663 0.272 6.568
H4 2.087 2.156 5.779
H5 2.432 2.480 3.350
N1 0.999 0.307 -2.967
C7 0.663 -0.590 -4.090
C8 1.041 -2.044 -3.810
C9 0.041 -2.838 -2.978
N2 -0.027 -2.366 -1.593
H6 0.908 1.273 -3.265
H7 1.976 0.188 -2.714
H8 1.164 -0.269 -5.008
H9 -0.413 -0.517 -4.268
H10 2.028 -2.080 -3.335
H11 1.153 -2.555 -4.768
H12 0.299 -3.901 -3.036
H13 -0.953 -2.730 -3.419
H14 0.836 -2.569 -1.090
H15 -0.746 -2.862 -1.074
N3 -3.144 2.642 -0.333
C10 -2.557 3.418 -1.297
C11 -2.023 2.542 -2.191
N4 -2.274 1.246 -1.790
C12 -2.954 1.350 -0.664
H16 -3.593 2.971 0.505
H17 -2.566 4.492 -1.261
H18 -1.486 2.762 -3.097
H19 -3.267 0.529 -0.037

Values from the calculation:
Spin multiplicity   1
ΔE to the lowest compared entry with this formula, charge and spin   0.000 eV

Let us look at the natural (NBO) charges, expressed in e, one per atom: number 1, Ca, carries 1.786; number 2, O, carries -1.054; number 3, As, carries 2.440; number 4, O, carries -1.161; number 5, O, carries -1.310; number 6, C, carries -0.443; number 7, C, carries -0.191; number 8, C, carries -0.202; number 9, C, carries -0.205; number 10, C, carries -0.210; number 11, C, carries -0.240; number 12, S, carries 2.382; number 13, O, carries -1.080; number 14, O, carries -0.958; number 15, O, carries -1.077; number 16, H, carries 0.496; number 17, H, carries 0.261; number 18, H, carries 0.216; number 19, H, carries 0.216; number 20, H, carries 0.247; number 21, N, carries -0.897; number 22, C, carries -0.220; number 23, C, carries -0.418; number 24, C, carries -0.213; number 25, N, carries -0.911; number 26, H, carries 0.376; number 27, H, carries 0.380; number 28, H, carries 0.183; number 29, H, carries 0.195; number 30, H, carries 0.202; number 31, H, carries 0.222; number 32, H, carries 0.182; number 33, H, carries 0.190; number 34, H, carries 0.393; number 35, H, carries 0.396; number 36, N, carries -0.495; number 37, C, carries -0.082; number 38, C, carries -0.106; number 39, N, carries -0.572; number 40, C, carries 0.169; number 41, H, carries 0.431; number 42, H, carries 0.230; number 43, H, carries 0.210; number 44, H, carries 0.244

Molecular formula: C21H22F7N3O3S3
Method: DFT, the ωB97M-V functional and the def2-TZVPD basis

Positions of all 59 atoms, in Å:
O1 -2.163 1.375 5.241
S1 -2.990 0.534 4.465
O2 -3.811 -0.357 5.187
N1 -1.952 -0.326 3.327
C1 -2.183 -1.587 2.961
C2 -1.396 -2.232 2.050
C3 -0.319 -1.531 1.507
C4 0.605 -2.081 0.469
C5 0.095 -3.016 -0.433
C6 0.924 -3.491 -1.414
N2 2.192 -3.095 -1.538
C7 3.087 -3.569 -2.620
C8 2.851 -2.870 -3.997
C9 1.916 -1.650 -3.961
S2 2.790 -0.085 -3.649
C10 1.704 0.901 -2.649
S3 0.099 0.621 -2.516
N3 2.383 1.939 -1.982
C11 1.995 3.300 -2.426
C12 1.657 4.310 -1.312
O3 2.266 4.050 -0.048
C13 1.788 2.771 0.336
C14 2.504 1.740 -0.540
C15 2.694 -2.228 -0.653
C16 1.939 -1.702 0.364
C17 -0.077 -0.210 1.930
C18 -0.902 0.371 2.842
C19 -3.968 1.692 3.358
F1 -4.806 2.381 4.105
F2 -3.111 2.566 2.803
C20 -4.659 0.925 2.174
F3 -4.997 -0.321 2.548
F4 -3.715 0.796 1.201
C21 -5.850 1.687 1.517
F5 -5.396 2.838 1.029
F6 -6.864 1.859 2.349
F7 -6.291 0.959 0.484
H1 -3.036 -2.106 3.400
H2 -1.588 -3.255 1.743
H3 -0.932 -3.367 -0.427
H4 0.547 -4.198 -2.153
H5 2.939 -4.653 -2.701
H6 4.122 -3.433 -2.296
H7 3.837 -2.532 -4.345
H8 2.528 -3.613 -4.734
H9 1.077 -1.717 -3.257
H10 1.458 -1.565 -4.955
H11 1.120 3.214 -3.086
H12 2.794 3.700 -3.067
H13 0.563 4.298 -1.152
H14 1.918 5.328 -1.617
H15 2.160 2.625 1.364
H16 0.687 2.719 0.294
H17 3.559 1.656 -0.235
H18 2.063 0.754 -0.302
H19 3.729 -1.907 -0.744
H20 2.380 -0.984 1.049
H21 0.751 0.377 1.544
H22 -0.712 1.393 3.164

Values from the calculation:
Spin multiplicity   1
Charge   +2

Let us look at the natural (NBO) charges, expressed in e, one per atom: number 1, O, carries -0.836; number 2, S, carries 2.201; number 3, O, carries -0.815; number 4, N, carries -0.516; number 5, C, carries 0.124; number 6, C, carries -0.211; number 7, C, carries 0.072; number 8, C, carries 0.024; number 9, C, carries -0.194; number 10, C, carries 0.106; number 11, N, carries -0.244; number 12, C, carries -0.222; number 13, C, carries -0.435; number 14, C, carries -0.575; number 15, S, carries 0.360; number 16, C, carries -0.077; number 17, S, carries -0.049; number 18, N, carries -0.546; number 19, C, carries -0.247; number 20, C, carries -0.089; number 21, O, carries -0.497; number 22, C, carries -0.101; number 23, C, carries -0.213; number 24, C, carries 0.121; number 25, C, carries -0.202; number 26, C, carries -0.162; number 27, C, carries 0.101; number 28, C, carries 0.446; number 29, F, carries -0.246; number 30, F, carries -0.287; number 31, C, carries 0.539; number 32, F, carries -0.293; number 33, F, carries -0.311; number 34, C, carries 0.931; number 35, F, carries -0.286; number 36, F, carries -0.274; number 37, F, carries -0.289; number 38, H, carries 0.286; number 39, H, carries 0.268; number 40, H, carries 0.261; number 41, H, carries 0.259; number 42, H, carries 0.246; number 43, H, carries 0.244; number 44, H, carries 0.252; number 45, H, carries 0.252; number 46, H, carries 0.232; number 47, H, carries 0.263; number 48, H, carries 0.217; number 49, H, carries 0.215; number 50, H, carries 0.165; number 51, H, carries 0.227; number 52, H, carries 0.198; number 53, H, carries 0.170; number 54, H, carries 0.212; number 55, H, carries 0.161; number 56, H, carries 0.263; number 57, H, carries 0.263; number 58, H, carries 0.251; number 59, H, carries 0.288

| no. | frontier orbital gap (eV) | highest occupied orbital energy (eV) |
| --- | --- | --- |
| 1 | 8.80 | -8.46 |
| 2 | 10.96 | -9.89 |
| 3 | 9.82 | -8.81 |
| 4 | 6.71 | -4.57 |
| 5 | 9.43 | -9.13 |
| 6 | 5.05 | -13.52 |